Density functional theory data (the ωB97M-V functional and the def2-TZVPD basis) for C31H52BN2OP2S5Ti as an isolated structure.

For the electronic energy, the calculation gives -4945.32855 Eh. The energy above the lowest of the compared OMol25 structures with the same formula, charge and spin comes out at 189.8 kJ/mol. Its orbital gap (alpha / beta) is 0.171 / 0.170 hartree. For the LUMO energy (alpha / beta), the calculation gives 2.1779 / 2.1779 eV.

```
! wB97M-V def2-TZVPD RIJCOSX def2/J DEFGRID3
* xyz -1 1
Ti 1.2562 0.0522 -0.0977
C 2.2325 -2.5901 3.2135
C 0.8068 -3.0360 2.8497
C 0.9394 -4.1744 1.8186
C 0.1079 -3.5391 4.1095
P 0.0467 -1.5700 1.9980
C 0.2905 -0.2388 3.2703
N -0.1839 0.9713 2.6388
B 0.1417 1.2698 1.2574
N -0.5653 2.5142 1.0153
C -0.6083 3.2269 -0.2395
P 0.5640 2.3874 -1.4305
C 1.8813 3.7214 -1.6063
C 2.8100 3.5488 -0.3980
C 1.3889 5.1757 -1.6020
C 2.7130 3.4454 -2.8684
C -0.4920 2.2846 -2.9760
C -1.7656 1.4977 -2.6100
C -0.9092 3.6230 -3.5761
C 0.2854 1.4408 -4.0066
C -1.2747 2.8971 2.1517
C -2.1293 3.9635 2.3711
C -2.7333 4.0856 3.6269
C -2.4694 3.1594 4.6325
C -1.6068 2.0806 4.4151
C -1.0219 1.9399 3.1653
C -1.8663 -1.6871 2.0272
C -2.5177 -1.4483 3.3950
C -2.4278 -0.6157 1.0716
C -2.3168 -3.0581 1.4933
H 2.8294 -3.4825 3.4435
H 2.2479 -1.9423 4.0922
H 2.7507 -2.0535 2.4075
H 1.4860 -5.0091 2.2751
H 1.5108 -3.8420 0.9465
H -0.0253 -4.5531 1.4724
H 0.7462 -4.3107 4.5574
H -0.8678 -3.9886 3.9201
H -0.0136 -2.7445 4.8513
H 1.3614 -0.1624 3.4452
H -0.2174 -0.4399 4.2135
H -0.3367 4.2702 -0.1112
H -1.6184 3.2144 -0.6467
H 2.2699 3.5672 0.5516
H 3.5380 4.3719 -0.3904
H 3.3529 2.6085 -0.4326
H 1.1229 5.5054 -0.5951
H 0.5443 5.3691 -2.2586
H 2.2196 5.8093 -1.9342
H 2.1996 3.7596 -3.7804
H 3.6475 4.0125 -2.7994
H 2.9750 2.3871 -2.9572
H -2.4749 2.1014 -2.0398
H -1.5399 0.6006 -2.0417
H -2.2639 1.1924 -3.5376
H -1.4011 4.2696 -2.8407
H -1.6246 3.4362 -4.3873
H -0.0614 4.1644 -4.0000
H 0.7037 0.5420 -3.5435
H 1.1050 1.9936 -4.4608
H -0.3966 1.1311 -4.8080
H -2.3288 4.6846 1.5861
H -3.4143 4.9081 3.8160
H -2.9426 3.2710 5.6011
H -1.3974 1.3750 5.2116
H -2.3802 -0.4172 3.7279
H -2.1482 -2.1155 4.1710
H -3.5988 -1.6156 3.2998
H -2.3538 0.3857 1.4991
H -3.4922 -0.8256 0.8911
H -1.9167 -0.5956 0.1094
H -2.0777 -3.8702 2.1778
H -1.8684 -3.2900 0.5270
H -3.4064 -3.0454 1.3625
S 2.9704 0.7436 1.4560
S 4.5207 -0.4954 1.9370
S 2.4181 -2.0003 -0.6178
S 2.9296 -0.4047 -1.7989
C -1.8367 -2.4551 -2.2299
S -0.2208 -2.3058 -1.3969
O -0.0676 -0.7835 -1.5920
C 0.5804 -3.2949 -2.6422
C 0.5607 -4.6660 -2.4248
C 1.2192 -5.5004 -3.3197
C 1.8881 -4.9573 -4.4141
C 1.8822 -3.5838 -4.6192
C 1.2172 -2.7401 -3.7375
H -1.7276 -2.0624 -3.2433
H -2.5622 -1.8632 -1.6666
H -2.1313 -3.5079 -2.2532
H 0.0536 -5.0743 -1.5529
H 1.2231 -6.5720 -3.1544
H 2.4195 -5.6058 -5.1018
H 2.4146 -3.1610 -5.4631
H 1.2293 -1.6646 -3.8656
*
```